# 1
The following is a quantum chemistry calculation of 2 unconnected molecules or ions with the total composition C5H14O at a distorted geometry, from the Open Molecules 2025 dataset.

Cartesian coordinates (Å):
C1 -2.04 2.36 -1.72
C2 -1.83 1.27 -0.65
H1 -1.38 2.14 -2.55
H2 -3.11 2.44 -1.93
H3 -1.90 3.35 -1.28
H4 -0.83 0.87 -0.58
H5 -2.50 0.43 -0.78
H6 -1.87 1.66 0.38
C3 1.16 -0.64 0.75
C4 1.18 -0.58 -0.77
C5 -0.27 -1.09 1.25
O1 2.04 -1.62 1.28
H7 1.29 0.36 1.17
H8 1.17 -1.62 -1.06
H9 -0.15 -2.13 1.51
H10 -0.59 -0.41 2.04
H11 -0.99 -1.07 0.43
H12 2.87 -1.19 1.50
H13 2.06 -0.02 -1.11
H14 0.39 0.03 -1.18

- Frontier orbital gap: 11.157 eV
- SMILES string: CC(C)O.CC

Charges in e, computed with Mulliken, in the same order as the atoms: -0.947, -0.317, 0.316, 0.281, 0.265, -0.349, 0.348, 0.333, 0.454, -1.262, -1.126, -0.552, 0.284, 0.301, 0.461, 0.220, 0.247, 0.318, 0.281, 0.443


# 2
The following is a quantum chemistry calculation of 4 unconnected molecules or ions with the total composition C4H6O4 at a distorted geometry, from the Open Molecules 2025 dataset.

Cartesian coordinates (Å):
C1 -2.26 -0.97 -0.24
C2 -0.81 0.45 0.48
C3 0.17 1.69 0.17
C4 1.37 -0.47 0.02
H1 -1.73 -1.63 1.47
H2 -1.72 -1.95 -1.49
H3 -3.82 -0.45 -0.36
H4 -1.30 0.53 1.57
H5 -0.62 2.22 -0.48
H6 0.90 2.32 0.99
O1 -1.59 0.18 -0.49
O2 1.16 0.89 -0.64
O3 2.32 -1.15 -0.22
O4 0.29 -0.59 0.82

- Frontier orbital gap: 9.231 eV

Charges in e, computed with Mulliken, in the same order as the atoms: -0.533, -0.058, -0.298, 0.649, 0.250, 0.229, 0.215, 0.354, 0.279, 0.265, -0.188, -0.382, -0.474, -0.308


# 3
The following is a quantum chemistry calculation of a single C6H10O molecule at a distorted geometry, from the Open Molecules 2025 dataset.

Cartesian coordinates (Å):
O1 1.15 -0.87 1.29
C1 1.30 -0.52 -0.09
C2 0.12 -1.25 -0.71
C3 -1.09 -0.69 0.47
C4 -1.33 0.79 0.09
C5 -0.06 1.53 -0.25
C6 1.13 0.95 -0.39
H1 1.20 -0.09 1.83
H2 2.32 -0.86 -0.33
H3 0.37 -2.33 -0.87
H4 -0.12 -0.89 -1.75
H5 -1.05 -0.69 1.61
H6 -1.91 -1.36 0.26
H7 -1.96 0.76 -0.80
H8 -1.89 1.39 0.83
H9 -0.17 2.60 -0.45
H10 1.99 1.52 -0.74

- Frontier orbital gap: 10.357 eV
- SMILES string: O[C@@H]1C=CCCC1

Charges in e, computed with Mulliken, in the same order as the atoms: -0.540, -0.064, -0.765, -0.639, -0.520, -0.285, -0.535, 0.347, 0.376, 0.295, 0.301, 0.254, 0.379, 0.262, 0.386, 0.375, 0.372


# 4
The following is a quantum chemistry calculation of a molecular structure, C18H16ClCoN2OTe at a distorted geometry, from the Open Molecules 2025 dataset.

Cartesian coordinates (Å):
Co1 0.40 -0.55 0.00
Cl1 6.01 3.87 0.00
C1 4.88 2.60 0.00
C2 5.36 1.28 0.00
C3 4.43 0.27 0.00
C4 3.04 0.55 0.00
O1 2.22 -0.44 0.00
C5 2.55 1.93 0.00
C6 1.17 2.26 0.00
N1 0.18 1.35 0.00
C7 -1.15 1.74 0.00
C8 -1.65 3.03 0.00
C9 -3.04 3.25 0.00
C10 -3.94 2.22 0.00
C11 -3.46 0.89 0.00
C12 -4.29 -0.25 0.00
C13 -3.74 -1.50 0.00
C14 -2.35 -1.63 0.00
N2 -1.53 -0.59 0.00
C15 -2.07 0.66 0.00
C16 3.51 2.93 0.00
H1 6.42 1.08 0.00
H2 4.74 -0.77 0.00
H3 0.92 3.31 0.00
H4 -0.98 3.88 0.00
H5 -3.40 4.27 0.00
H6 -5.00 2.41 0.00
H7 -5.37 -0.12 0.00
H8 -4.35 -2.39 0.00
H9 -1.89 -2.60 0.00
H10 3.21 3.97 0.00
C17 -0.10 -4.10 -1.56
Te1 0.98 -3.15 0.00
C18 -0.10 -4.10 1.56
H11 -1.16 -4.13 -1.32
H12 0.29 -5.11 -1.67
H13 0.06 -3.54 -2.48
H14 0.28 -5.11 1.66
H15 -1.16 -4.11 1.34
H16 0.08 -3.55 2.48

- Charge: +1
- Frontier orbital gap (spin up / spin down): 5.430 / 5.390 eV
- 2S+1: 4
- ⟨S²⟩: 3.788

Charges in e, computed with Mulliken, in the same order as the atoms: -0.127, -0.127, 0.564, -0.762, -0.503, 0.346, -0.350, 0.115, 0.216, -0.080, 1.271, -0.711, -0.912, -0.950, 1.031, -0.519, -1.136, 0.435, 0.001, -0.078, -1.006, 0.435, 0.452, 0.182, 0.314, 0.401, 0.420, 0.450, 0.417, 0.270, 0.459, -1.022, 0.394, -1.018, 0.341, 0.368, 0.357, 0.367, 0.339, 0.357


# 5
The following is a quantum chemistry calculation of a molecular structure, C38H30F9FeNO3P at a distorted geometry, from the Open Molecules 2025 dataset.

Cartesian coordinates (Å):
Fe1 1.83 -0.13 -0.02
C1 2.98 3.82 -2.40
C2 3.52 2.45 -2.09
C3 2.96 1.31 -2.64
C4 3.46 0.04 -2.32
C5 4.60 -0.08 -1.54
C6 5.17 1.06 -0.99
C7 4.54 2.28 -1.14
H1 3.76 4.46 -2.81
H2 2.60 4.31 -1.50
H3 2.17 3.77 -3.12
H4 2.15 1.39 -3.36
H5 3.02 -0.83 -2.77
H6 5.08 -1.05 -1.41
H7 6.07 0.99 -0.39
H8 5.03 3.17 -0.76
C8 -2.26 -3.02 -4.71
O1 -1.74 -4.06 -3.89
C9 -0.88 -3.73 -2.92
C10 -0.42 -4.81 -2.14
C11 0.45 -4.56 -1.12
C12 0.91 -3.25 -0.80
C13 1.79 -3.07 0.31
C14 2.24 -4.24 1.13
O2 2.23 -1.95 0.67
C15 0.44 -2.17 -1.60
O3 0.77 -0.92 -1.41
C16 -0.45 -2.44 -2.66
H9 -2.93 -3.50 -5.41
H10 -1.46 -2.52 -5.26
H11 -2.81 -2.29 -4.12
H12 -0.77 -5.81 -2.36
H13 0.79 -5.40 -0.53
H14 1.39 -4.77 1.56
H15 2.88 -3.89 1.93
H16 2.79 -4.96 0.52
H17 -0.78 -1.60 -3.25
N1 2.81 2.58 1.41
C17 2.80 1.73 0.61
H18 3.25 3.43 1.70
F1 -1.89 3.64 6.85
C18 -1.37 2.40 6.83
F2 -2.27 1.59 7.42
F3 -0.27 2.41 7.59
C19 -1.09 1.96 5.41
C20 -2.15 1.89 4.52
C21 -1.93 1.49 3.22
C22 -0.64 1.16 2.80
C23 0.42 1.23 3.70
C24 0.19 1.63 5.02
P1 -0.33 0.57 1.11
C25 -0.90 1.91 0.02
C26 -0.92 3.23 0.48
C27 -1.14 4.28 -0.40
C28 -1.32 4.01 -1.75
C29 -1.31 2.71 -2.22
C30 -1.09 1.66 -1.34
C31 -1.56 5.13 -2.73
F4 -2.84 5.18 -3.12
F5 -0.81 4.97 -3.84
F6 -1.25 6.33 -2.21
C32 -1.45 -0.84 0.95
C33 -2.56 -0.90 0.11
C34 -3.30 -2.07 0.02
C35 -2.95 -3.17 0.77
C36 -1.86 -3.12 1.64
C37 -1.12 -1.96 1.72
C38 -3.71 -4.47 0.65
F7 -4.88 -4.31 0.02
F8 -3.00 -5.38 -0.03
F9 -3.97 -4.99 1.86
H19 -3.15 2.14 4.85
H20 -2.76 1.42 2.52
H21 1.42 0.97 3.39
H22 1.01 1.68 5.72
H23 -0.77 3.44 1.53
H24 -1.15 5.30 -0.04
H25 -1.45 2.51 -3.27
H26 -1.02 0.65 -1.72
H27 -2.85 -0.04 -0.47
H28 -4.16 -2.12 -0.64
H29 -1.61 -3.97 2.25
H30 -0.26 -1.92 2.39

- Charge: +1
- Frontier orbital gap (spin up / spin down): 8.093 / 7.608 eV
- 2S+1: 5
- ⟨S²⟩: 6.015

Charges in e, computed with Mulliken, in the same order as the atoms: 0.924, -1.543, 1.021, -0.207, -0.782, -0.249, -0.563, -0.899, 0.380, 0.291, 0.379, 0.339, 0.482, 0.471, 0.402, 0.593, -0.799, -0.476, 1.237, -1.169, -1.218, 0.564, 0.801, -1.784, -0.686, -0.725, 0.296, -0.383, 0.260, 0.338, 0.303, 0.494, 0.453, 0.383, 0.368, 0.458, 0.396, -0.299, 0.341, 0.308, -0.248, 0.762, -0.248, -0.281, 0.212, -1.159, -0.279, -0.160, -0.105, -0.757, 1.908, 0.460, -0.875, -1.141, 0.223, -1.272, -0.071, 0.779, -0.252, -0.254, -0.279, 0.567, -0.010, -1.012, 0.181, -0.916, -1.129, 0.712, -0.288, -0.210, -0.272, 0.419, 0.487, 0.389, 0.509, 0.441, 0.492, 0.507, 0.467, 0.640, 0.547, 0.488, 0.525


| no. | total energy (a.u.) |
| --- | --- |
| 1 | -274.0970 |
| 2 | -456.5931 |
| 3 | -309.7678 |
| 4 | -2990.9917 |
| 5 | -4250.2684 |